The following is a quantum chemistry calculation of a 8-piece molecular cluster, C35H87BBrFN7O22S7 overall, from the Open Molecules 2025 dataset.

Atoms and positions in Å:
H -1.28 -4.86 9.56
H 13.01 0.14 10.13
H -4.58 1.49 -12.74
H -2.07 -3.45 8.87
H 2.21 3.73 5.43
C -1.13 -3.82 9.29
O -0.94 -2.78 5.60
S -1.22 -4.12 6.05
H -8.52 -5.68 -6.17
O -3.56 -3.44 1.70
O -0.59 0.76 -14.12
C 3.26 3.57 5.18
H -6.48 -3.19 -1.34
C 14.29 0.96 8.58
C -5.99 -3.24 -0.37
H -3.95 1.08 -11.13
N 2.08 0.99 5.49
O -5.49 -1.92 1.66
C -3.91 -1.71 3.60
C -9.61 -1.81 -5.39
H -5.98 -0.60 -12.69
H -4.58 -2.39 4.11
O -5.26 -1.24 -10.84
S -0.72 -0.44 -13.36
H -0.34 2.08 4.76
H 3.81 2.67 3.36
C 5.34 0.31 3.54
C 1.05 -0.02 5.09
H 10.84 0.92 5.13
C -5.62 4.54 -0.86
H 0.72 -3.07 -15.13
H 5.87 -0.61 3.31
F 3.67 4.67 4.51
H -0.79 -6.27 5.22
O 14.28 -0.15 7.66
S -6.61 -1.05 -10.02
H -0.27 -0.45 3.53
H 4.24 4.28 6.88
C -6.39 -2.40 -8.91
C 6.33 1.46 3.23
O -9.30 -3.21 -5.55
C 13.46 -1.78 5.93
C 9.63 2.02 4.05
H 0.14 -2.65 7.98
H -6.71 4.64 -0.81
O 1.94 -2.11 2.02
H -9.41 -1.50 -4.36
C 0.00 -0.18 -11.77
O 12.44 -1.64 8.31
H -9.05 -1.27 -7.41
O -6.87 -3.39 -5.99
H 14.24 -2.44 6.29
H 4.08 1.24 2.06
H 1.56 1.79 5.83
C 2.78 1.29 4.39
C -0.36 1.68 3.74
O -7.73 -3.36 -3.66
H -2.22 0.64 3.70
H -5.43 -1.16 -0.28
H -0.98 -2.65 -15.03
S -7.88 -3.73 -5.03
C 7.73 0.91 3.19
H -6.42 -3.33 -9.47
C -5.10 -0.49 -12.06
H -7.21 -2.36 -8.20
H 1.17 -0.92 -16.37
H 0.27 -0.01 5.84
Br -4.34 3.00 3.16
H 6.22 2.21 4.00
C 0.18 -1.38 -16.34
O -1.99 -1.09 -13.21
H 8.75 3.52 4.67
N 3.31 2.46 4.22
H 3.41 2.79 7.14
H 9.27 1.68 2.11
C 0.02 -2.23 -15.10
H 0.26 -5.03 4.47
H -4.20 -0.67 3.76
C -5.99 -1.88 0.30
N 8.74 1.97 2.92
O -7.72 -1.31 -10.88
O -6.53 0.17 -9.27
O -0.15 -4.54 7.15
H -5.31 4.88 -1.85
S -6.57 7.39 0.39
H -3.87 5.19 0.19
H 14.15 1.37 10.69
C -2.57 2.75 3.98
O -2.53 -4.46 6.52
H 12.61 -2.37 5.58
C 14.02 0.52 10.01
H 5.09 0.24 4.60
O -7.47 7.10 -0.69
H 1.04 0.12 -11.91
H 7.80 0.13 2.44
O 12.03 0.25 6.76
O -6.90 7.03 1.73
H -7.03 9.66 0.45
C -6.12 9.09 0.31
H -4.26 -0.93 -12.59
H -4.98 -3.61 -0.51
H 1.48 -1.01 5.12
H -5.65 1.48 -11.33
H 0.18 2.40 3.14
H 4.14 -0.49 1.97
H -10.68 -1.73 -5.55
H -0.91 -3.25 10.19
H 13.82 -1.13 5.13
H 1.56 1.25 2.09
H 7.93 0.42 4.13
H -9.23 0.11 -6.30
N 2.85 0.28 3.47
S -3.93 -2.07 1.88
C -4.95 5.36 0.23
C 4.07 0.33 2.67
H -5.45 -2.28 -8.39
C 0.44 0.35 3.75
H 14.71 -0.27 10.31
H -2.01 3.66 3.84
H -7.81 -0.93 -6.21
H -0.56 0.61 -11.29
H 0.04 -1.98 -17.23
C -4.80 0.98 -11.80
H 0.94 -0.52 -0.25
B 1.32 -0.93 1.74
N 9.52 2.90 4.93
O -5.14 6.78 0.04
C -0.75 -5.27 4.81
H 2.14 -2.56 1.19
H -5.30 5.07 1.22
H -2.68 2.63 5.04
H -7.01 -1.51 0.37
H 4.97 2.80 6.27
H -1.94 1.64 2.27
N 0.44 -0.80 0.59
H 11.43 1.26 3.65
C -1.83 1.58 3.34
H -6.52 -3.97 0.25
H 13.57 1.71 8.26
H -5.41 9.30 1.11
S 12.89 -0.79 7.26
H -0.06 -1.10 -11.20
C 4.04 3.32 6.44
H 0.94 -4.00 8.77
H -7.30 -5.98 -4.91
H 6.06 1.88 2.26
O -3.26 -1.03 1.17
H 15.28 1.39 8.51
H -5.69 9.29 -0.66
C 1.58 0.33 2.68
H -0.55 -0.57 -16.36
H -5.37 3.49 -0.74
C -8.88 -0.92 -6.39
O 0.34 -1.51 -13.89
H -1.46 -5.17 3.99
C -8.22 -5.45 -5.15
H -2.88 -1.86 3.95
H -0.29 -0.11 0.75
H -9.01 -5.70 -4.44
N 10.59 1.00 4.15
C 0.01 -3.69 8.30

Calculated values
max |F| = 2.127 eV/Å
total charge = +1
HOMO-LUMO gap = 9.070 eV
2S+1 = 1
energy = -8910.18329 a.u.

Atom charges from the Löwdin analysis, given in e for atoms 1 to 4:
1. H 0.09
2. H 0.07
3. H 0.08
4. H 0.07

=====

The following is a quantum chemistry calculation of a 2-piece molecular cluster, CH8NS2 overall, from the Open Molecules 2025 dataset.

Atoms and positions in Å:
H 0.68 -1.98 2.62
H 1.13 -2.37 0.98
H 1.00 1.36 -2.03
H -0.24 2.48 -1.86
H -0.73 -2.37 1.46
H -0.22 1.21 -0.78
S 0.37 -0.23 1.12
C 0.33 -1.98 1.55
H 1.02 2.23 -0.72
N 0.40 1.78 -1.41
S -1.56 -0.18 0.12
H -2.19 0.04 -1.06

Calculated values
max |F| = 4.491 eV/Å
HOMO-LUMO gap (alpha / beta) = 4.947 / 6.465 eV
2S+1 = 2
energy = -893.88317 a.u.
ΔE to the lowest compared entry with this formula, charge and spin = 29.72 kcal/mol

Atom charges from the Löwdin analysis, given in e for atoms 1 to 4:
1. H 0.02
2. H -0.02
3. H 0.09
4. H 0.17

=====

The following is a quantum chemistry calculation of C23H23F7LiN3O2SbSi as an isolated structure, from the Open Molecules 2025 dataset.

Atoms and positions in Å:
H 3.79 2.11 -3.38
C -1.69 0.52 4.44
C -0.57 -2.00 4.12
C 0.28 4.21 -3.90
C 5.20 0.01 -1.30
F 2.43 -1.96 0.78
H -0.95 -2.38 -2.77
C 2.33 -0.47 -3.43
C 0.13 3.38 -1.65
F 4.28 -0.62 1.88
F 3.51 -1.69 4.46
H -2.13 1.50 4.55
H 1.82 6.32 -1.74
F 2.40 0.12 3.20
H 1.08 4.56 -0.14
C 1.26 5.46 -2.09
H 0.08 -2.44 -5.07
C -1.45 -1.75 5.14
H 3.88 3.12 0.47
H -0.69 2.37 -3.33
N 2.23 0.35 -1.10
C 1.73 -1.19 -4.46
F 0.01 -1.15 -0.76
H 3.17 3.28 -2.22
C -0.15 3.25 -3.00
H -1.10 2.34 2.75
H 4.91 2.97 -2.31
C -0.81 0.29 3.38
F 4.20 -3.05 2.35
C 0.54 -1.88 -4.27
C 1.76 -0.36 -2.13
N 0.16 2.42 0.59
H 6.12 0.46 -0.91
F 1.87 -3.22 3.23
H 0.08 4.09 -4.96
Li 1.31 -0.46 0.66
H -2.70 -0.29 6.16
H 3.14 1.75 1.30
H -1.70 -2.56 5.83
H -0.11 -2.96 3.98
C -0.03 -1.84 -2.99
O -1.25 1.56 -1.04
C -0.37 2.32 -0.72
C 0.98 5.33 -3.44
C 3.92 2.50 -2.37
H 4.87 1.78 1.09
H 5.04 -0.93 -0.77
C -2.02 -0.48 5.34
C 0.57 -1.13 -2.00
C -0.64 1.39 2.46
C 0.85 4.48 -1.19
O 0.65 -1.18 2.25
N -0.10 1.36 1.30
Si 3.73 1.15 -1.04
Sb 2.87 -1.69 2.65
C 3.92 2.04 0.61
H 5.36 -0.21 -2.37
H 1.33 6.07 -4.15
H 3.27 0.03 -3.61
H 2.22 -1.23 -5.43
C -0.19 -0.97 3.22

Calculated values
max |F| = 1.505 eV/Å
total charge = -2
HOMO-LUMO gap (alpha / beta) = 5.986 / 4.740 eV
2S+1 = 2
energy = -2441.61359 a.u.
ΔE to the lowest compared entry with this formula, charge and spin = 10.45 kcal/mol

Atom charges from the Löwdin analysis, given in e for atoms 1 to 4:
1. H 0.01
2. C -0.08
3. C -0.01
4. C -0.09

=====

The following is a quantum chemistry calculation of a 2-piece molecular cluster, C4H5NO overall, from the Open Molecules 2025 dataset.

Atoms and positions in Å:
H 1.48 -0.05 -1.35
C 1.61 0.28 -0.33
C -1.11 1.10 0.55
H -0.95 -0.16 -1.38
H 2.54 0.75 -0.04
N -0.19 -1.12 0.33
C 0.74 -0.09 0.59
H 0.85 0.15 1.65
C -1.08 -0.85 -0.54
O -1.97 1.44 1.19
H -1.97 -1.46 -0.63

Calculated values
max |F| = 2.807 eV/Å
HOMO-LUMO gap = 9.576 eV
2S+1 = 1
energy = -285.28966 a.u.
ΔE to the lowest compared entry with this formula, charge and spin = 78.39 kcal/mol

Atom charges from the Löwdin analysis, given in e for atoms 1 to 4:
1. H 0.06
2. C 0.01
3. C -0.04
4. H 0.09

=====

The following is a quantum chemistry calculation of an isolated ion of composition C6H11NO and charge -1, from the Open Molecules 2025 dataset.

Atoms and positions in Å:
H 0.34 -0.18 -1.16
C -1.68 -0.40 -1.11
C 1.08 2.09 0.00
C 1.91 1.69 0.89
H 1.70 0.89 1.61
H -0.88 -2.94 -0.30
H -0.97 -1.12 1.35
N -0.12 -1.08 0.79
C -0.29 1.56 0.00
H 0.01 -3.00 1.11
O -2.28 0.35 -1.86
H -0.67 1.91 0.94
C 0.00 -2.45 0.20
H 1.39 2.72 -0.83
C -0.39 -0.09 -0.39
H 0.82 -2.50 -0.39
H -2.00 -1.36 -0.92
H 2.94 1.98 0.90
H -0.88 1.93 -0.81

Calculated values
max |F| = 4.314 eV/Å
total charge = -1
HOMO-LUMO gap (alpha / beta) = 3.469 / 7.504 eV
2S+1 = 2
energy = -365.08061 a.u.
ΔE to the lowest compared entry with this formula, charge and spin = 58.70 kcal/mol

Atom charges from the Löwdin analysis, given in e for atoms 1 to 4:
1. H 0.10
2. C -0.49
3. C -0.25
4. C -0.05

=====

The following is a quantum chemistry calculation of C13H33ClIN4P2Ru as an isolated structure, from the Open Molecules 2025 dataset.

Atoms and positions in Å:
H -1.40 3.49 1.33
H 2.55 -4.05 -0.78
H -1.50 0.36 6.18
C -1.36 1.65 0.00
H 0.23 -5.31 0.81
N -1.94 0.89 4.20
H -1.55 0.49 0.10
P 0.13 2.49 -0.32
C -2.42 -1.40 2.58
H -2.19 -2.42 2.29
N -2.95 -1.31 3.98
H 0.66 -0.45 3.47
C -3.18 0.13 4.27
H -0.75 3.01 -2.55
H -1.88 -3.16 -1.39
C -0.88 -3.46 -1.73
C -0.78 3.56 -1.59
H -1.86 3.64 -1.41
C 2.03 -3.08 -0.79
H -2.02 1.27 2.12
C -0.32 3.65 1.10
H -0.91 -4.49 -2.03
H 1.44 4.30 -1.50
H -0.04 4.66 0.75
H -1.76 -2.93 4.62
C -0.14 -1.18 3.50
C 0.06 -4.27 1.11
H 0.81 -3.91 1.86
H -0.38 4.57 -1.73
P 0.27 -3.27 -0.38
H -1.00 -4.12 1.45
H -2.36 -1.76 5.91
H -0.11 0.89 5.24
Ru -0.82 -1.69 0.54
H -3.55 0.23 5.30
C -1.38 0.76 2.85
H -3.94 0.54 3.57
H 2.66 3.17 -0.63
C -1.94 -1.88 4.89
H -0.41 1.26 2.85
C -1.01 0.29 5.19
H 2.20 -2.57 -1.76
N -1.15 -0.66 2.46
Cl 0.32 -0.52 -1.21
C 1.74 3.27 -1.24
H -1.70 1.54 -1.07
H 1.83 2.78 -2.23
H -2.23 2.23 0.38
I 2.02 1.87 2.63
N -0.69 -1.12 4.87
H -0.64 -2.84 -2.60
H 2.49 -2.44 0.00
H 0.20 3.51 2.04
H 0.18 -2.20 3.19
H -3.15 -0.87 1.98

Calculated values
max |F| = 8.153 eV/Å
total charge = +2
HOMO-LUMO gap (alpha / beta) = 5.567 / 5.537 eV
2S+1 = 6
energy = -2268.78000 a.u.
ΔE to the lowest compared entry with this formula, charge and spin = 106.07 kcal/mol

Atom charges from the Löwdin analysis, given in e for atoms 1 to 4:
1. H 0.06
2. H 0.06
3. H 0.15
4. C -0.43

=====

The following is a quantum chemistry calculation of BrCs4 as an isolated structure, from the Open Molecules 2025 dataset.

Atoms and positions in Å:
Cs 3.94 1.23 -1.62
Cs -0.71 -3.16 0.05
Cs -2.49 0.28 -1.95
Cs -1.29 0.73 3.50
Br 0.56 0.93 0.01

Calculated values
max |F| = 0.841 eV/Å
total charge = +3
HOMO-LUMO gap = 8.499 eV
2S+1 = 1
energy = -2653.80843 a.u.

Atom charges from the Löwdin analysis, given in e for atoms 1 to 4:
1. Cs 0.91
2. Cs 0.91
3. Cs 0.86
4. Cs 0.90

=====

The following is a quantum chemistry calculation of C3H5I3O as an isolated structure, from the Open Molecules 2025 dataset.

Atoms and positions in Å:
H -1.19 0.99 1.00
I 2.90 -0.75 1.55
I 4.32 -0.71 -1.72
C 2.55 -1.22 -0.55
H -0.27 0.08 2.04
I 1.86 -3.23 -0.74
H -0.71 -0.97 0.78
O 0.63 0.67 0.19
H 0.05 -0.34 -1.60
H 1.30 0.97 -1.68
C 0.88 0.19 -1.00
C -0.49 0.12 0.95

Calculated values
max |F| = 2.609 eV/Å
HOMO-LUMO gap = 7.732 eV
2S+1 = 1
energy = -1085.48850 a.u.
ΔE to the lowest compared entry with this formula, charge and spin = 56.77 kcal/mol

Atom charges from the Löwdin analysis, given in e for atoms 1 to 4:
1. H 0.11
2. I 0.68
3. I 0.58
4. C -1.77

=====

The following is a quantum chemistry calculation of C61H45MnNO4P3Si as an isolated structure, from the Open Molecules 2025 dataset.

Atoms and positions in Å:
C -1.81 1.09 -3.81
C -0.29 1.47 5.08
H 0.49 -1.38 -4.18
C -1.15 0.57 3.02
C -1.01 2.64 4.88
C -3.73 0.28 -1.22
C 0.50 2.15 -1.83
C 2.53 1.18 -3.35
H -1.66 -2.26 4.20
H -3.75 0.21 3.09
O 2.64 3.13 -5.73
C 1.42 3.17 1.46
H 3.75 2.14 -0.79
C 2.12 2.50 -3.53
H -0.96 3.43 5.61
C -0.36 0.43 4.16
H -3.58 -2.60 -3.01
O -1.05 3.74 -1.00
H 4.86 0.76 0.67
C 2.73 -1.78 -0.16
H 0.94 -0.10 -6.24
C -0.85 -4.66 -3.56
C 0.16 -3.18 -1.43
C -0.56 1.37 -5.85
H 1.71 -4.64 1.46
O -1.02 1.69 -0.08
C -4.47 -3.06 1.18
C -1.85 1.76 2.81
H 3.35 -3.67 -0.95
H 0.33 1.35 5.96
H -4.67 -3.99 0.65
H 0.72 2.77 2.20
N 0.91 0.88 -1.63
C -0.61 2.63 -0.92
C -5.91 -0.39 -1.98
C -5.21 -1.28 2.61
H -5.98 -2.19 -3.13
H -1.23 -5.23 -4.40
H 2.87 -2.18 4.98
H 5.75 -3.11 -0.93
H -6.97 -0.21 -2.04
C 3.56 -0.16 5.25
C 3.06 1.36 3.46
C 0.43 -2.91 1.59
C 5.45 -1.14 -0.14
H -5.98 -0.82 3.21
C -1.07 -0.06 -3.51
C 0.06 -5.24 -2.69
H 0.19 -0.48 4.33
H 2.18 -0.63 -2.27
H -2.34 3.70 3.58
H -2.44 1.89 1.91
C -1.79 2.78 3.74
C -1.56 1.79 -4.98
Mn -0.13 0.07 -0.15
C -5.46 -2.46 1.94
H -0.70 -4.39 4.99
C 1.51 4.53 1.26
H 2.46 6.10 0.14
H -1.97 -2.91 -4.08
C 2.37 -0.94 3.32
H -3.10 0.97 -0.68
C 5.03 -2.38 -0.59
C 2.90 3.43 -4.57
C -5.35 -1.49 -2.60
C 3.63 1.11 4.70
C -3.98 -1.72 -2.54
C 2.41 5.03 0.32
C 3.17 -0.52 0.28
C -0.92 -2.77 3.61
H 3.32 0.76 -3.95
C -3.22 -2.47 1.09
C 2.93 -1.18 4.56
C -0.49 -2.24 2.39
H -5.52 1.35 -0.78
C 3.21 4.17 -0.41
C 3.13 2.80 -0.21
H -6.44 -2.93 2.02
C -0.38 -3.97 4.04
H 1.31 -4.93 -0.98
C -3.95 -0.69 2.54
C 0.58 -4.49 -1.64
C -1.28 -3.36 -3.37
H -2.58 1.44 -3.13
C 2.42 0.34 2.76
O 3.58 4.26 -3.96
H 3.12 2.36 3.04
C 0.17 0.23 -5.56
H -2.43 -2.95 0.52
H 6.50 -0.89 -0.13
H 0.87 5.20 1.82
C 3.68 -2.70 -0.60
P -1.34 -0.92 -1.92
H -0.35 1.94 -6.74
C -5.09 0.49 -1.28
H 3.89 4.55 -1.16
Si 0.86 -2.07 -0.06
C 0.96 -4.11 2.05
H 4.02 -0.35 6.21
C 4.52 -0.21 0.31
C 1.07 2.99 -2.77
C -0.81 -2.63 -2.28
P 1.89 0.55 1.01
H 4.14 1.90 5.22
C 2.23 2.30 0.73
P -1.23 -0.70 1.73
C -0.08 -0.48 -4.40
C 0.56 -4.64 3.27
H 0.99 -5.57 3.62
C -2.96 -1.28 1.77
H 1.90 -1.74 2.78
H -2.14 2.67 -5.20
C -3.16 -0.83 -1.87
H 0.69 4.00 -2.84
C 1.90 0.40 -2.41
H 0.38 -6.26 -2.84

Calculated values
max |F| = 1.983 eV/Å
total charge = +1
HOMO-LUMO gap (alpha / beta) = 4.281 / 5.269 eV
2S+1 = 2
energy = -5171.64323 a.u.
ΔE to the lowest compared entry with this formula, charge and spin = 15.03 kcal/mol

Atom charges from the Löwdin analysis, given in e for atoms 1 to 4:
1. C -0.07
2. C -0.05
3. H 0.11
4. C -0.34

=====

The following is a quantum chemistry calculation of a 3-piece molecular cluster, C3H14NO2 overall, from the Open Molecules 2025 dataset.

Atoms and positions in Å:
H -2.76 -1.47 1.48
H 1.36 -1.10 1.49
N 0.73 1.70 -0.24
H -2.28 -2.53 0.45
H 0.43 -0.59 -1.47
H -0.25 1.47 -0.10
H -2.73 0.99 -0.40
H 2.16 -0.21 -2.01
C 0.79 -0.17 1.24
H 0.79 0.37 2.20
C 1.50 -0.49 -1.19
H -0.24 -0.44 0.99
H 1.61 -1.55 -0.85
C 1.53 0.42 0.05
H 2.59 0.50 0.30
O -2.56 -1.61 0.55
H -2.27 -0.37 -0.89
H 0.66 2.08 -1.19
O -2.00 0.57 -0.87
H 0.96 2.44 0.45

Calculated values
max |F| = 2.906 eV/Å
total charge = +1
HOMO-LUMO gap = 12.020 eV
2S+1 = 1
energy = -327.68963 a.u.
ΔE to the lowest compared entry with this formula, charge and spin = 20.68 kcal/mol

Atom charges from the Löwdin analysis, given in e for atoms 1 to 4:
1. H 0.06
2. H 0.11
3. N 0.20
4. H 0.07

=====

The following is a quantum chemistry calculation of C5H3NO in the gas phase, from the Open Molecules 2025 dataset.

Atoms and positions in Å:
H 0.09 -2.02 0.21
C -0.97 1.01 0.06
C -0.44 -1.09 0.00
C 1.57 0.26 0.05
H -1.17 2.07 0.17
N -1.70 -1.07 -0.27
H 1.74 -0.66 -0.55
C 2.64 0.95 0.34
O -2.05 0.26 -0.22
C 0.11 0.21 0.17

Calculated values
max |F| = 1.520 eV/Å
HOMO-LUMO gap = 8.896 eV
2S+1 = 1
energy = -322.10593 a.u.
ΔE to the lowest compared entry with this formula, charge and spin = 116.63 kcal/mol

Atom charges from the Löwdin analysis, given in e for atoms 1 to 4:
1. H 0.13
2. C -0.04
3. C -0.13
4. C -0.24

=====

The following is a quantum chemistry calculation of C5H6BrIN2O in the gas phase, from the Open Molecules 2025 dataset.

Atoms and positions in Å:
Br 2.76 1.45 0.04
I -3.84 0.71 -0.01
C 0.13 2.63 0.34
O -1.34 -1.12 0.18
C -0.82 0.07 -0.11
H 0.44 -1.95 0.17
N 0.44 0.23 -0.25
H -0.78 -3.12 -0.20
C -1.81 1.25 -0.01
N -1.27 2.36 0.31
H -0.84 -2.35 1.48
H 1.01 1.70 -1.54
C -0.59 -2.25 0.36
H 0.30 2.76 1.41
C 0.91 1.54 -0.49
H 0.16 3.53 -0.15

Calculated values
max |F| = 4.427 eV/Å
SMILES = COC1=N[C@H](Br)CN=C1I
HOMO-LUMO gap = 9.468 eV
2S+1 = 1
energy = -3250.50745 a.u.
ΔE to the lowest compared entry with this formula, charge and spin = 0.00 kcal/mol

Atom charges from the Löwdin analysis, given in e for atoms 1 to 4:
1. Br 0.68
2. I 0.90
3. C -0.20
4. O -0.15